(1)
Density functional theory data (the ωB97M-V functional and the def2-TZVPD basis) for the molecule C20H32N6O4 in a non-equilibrium geometry.

Computed properties:
Structure (SMILES) ... CCCCCn1c(CN2CCN(C(=O)OCC)CC2)nc2c1c(=O)n(C)c(=O)n2C
Kohn-Sham gap ... 8.9 eV
HOMO energy ... -8.38 eV

Each line ends with the Mulliken charge.
CARTESIAN COORDINATES (ANGSTROEM)
1 C 1.2537 3.2776 2.9254  -1.36
2 C 0.7728 3.3395 1.4812  -0.31
3 C 1.6159 2.4551 0.5665  -0.59
4 C 1.1038 2.4811 -0.8712  -0.11
5 C 1.9887 1.6585 -1.8112  -1.41
6 N 2.0886 0.2828 -1.3925  0.15
7 C 1.1708 -0.7036 -1.4861  0.46
8 N 1.5848 -1.8394 -0.9437  -0.77
9 C 2.8232 -1.5769 -0.4774  1.47
10 C 3.1704 -0.2598 -0.7363  -0.27
11 C 4.4405 0.2847 -0.3654  0.34
12 O 4.8407 1.4176 -0.5644  -0.70
13 N 5.2259 -0.6709 0.2847  -0.03
14 C 4.9058 -1.9937 0.5607  0.68
15 O 5.6904 -2.7215 1.1293  -0.67
16 N 3.6632 -2.4355 0.1587  -0.02
17 C 3.2624 -3.8032 0.4034  -1.10
18 H 4.1136 -4.3270 0.8335  0.40
19 H 2.9613 -4.2667 -0.5352  0.33
20 H 2.4199 -3.8253 1.0951  0.31
21 C 6.5488 -0.2609 0.7273  -1.21
22 H 7.3077 -0.8750 0.2436  0.33
23 H 6.6330 -0.3895 1.8059  0.34
24 H 6.6761 0.7845 0.4566  0.38
25 C -0.1687 -0.5539 -2.1166  -1.47
26 N -1.0657 0.2104 -1.2611  0.54
27 C -1.3325 -0.4193 0.0289  -0.60
28 C -2.7014 -1.0930 0.1025  -0.85
29 N -3.7261 -0.1008 -0.1502  0.29
30 C -5.0169 -0.2509 0.2166  0.59
31 O -5.8871 0.5519 -0.0294  -0.67
32 O -5.2076 -1.3990 0.9083  -0.40
33 C -6.5409 -1.6343 1.3566  -0.30
34 C -7.4115 -2.2238 0.2561  -1.11
35 H -6.9648 -3.1370 -0.1302  0.29
36 H -7.5129 -1.5062 -0.5542  0.31
37 H -8.3972 -2.4492 0.6530  0.38
38 H -6.4359 -2.3305 2.1917  0.32
39 H -6.9700 -0.6906 1.7086  0.33
40 C -3.3410 1.0340 -0.9644  -1.04
41 C -2.2826 0.5936 -1.9637  -0.67
42 H -2.0418 1.4209 -2.6389  0.47
43 H -2.6859 -0.2345 -2.5696  0.38
44 H -4.2350 1.4031 -1.4714  0.50
45 H -2.9448 1.8401 -0.3354  0.19
46 H -2.7646 -1.9055 -0.6338  0.18
47 H -2.8572 -1.5244 1.0930  0.52
48 H -1.2798 0.3554 0.8022  0.07
49 H -0.5547 -1.1565 0.2328  0.56
50 H -0.5501 -1.5642 -2.3342  0.35
51 H -0.0693 -0.0068 -3.0593  0.58
52 H 3.0040 2.0612 -1.8119  0.53
53 H 1.5841 1.6910 -2.8270  0.40
54 H 0.0876 2.0854 -0.9036  -0.25
55 H 1.0917 3.5092 -1.2369  0.59
56 H 1.5872 1.4293 0.9430  0.27
57 H 2.6555 2.7888 0.5904  0.50
58 H -0.2707 3.0185 1.4307  0.17
59 H 0.8178 4.3718 1.1277  0.36
60 H 1.1923 2.2598 3.3053  0.31
61 H 2.2882 3.6056 2.9954  0.32
62 H 0.6461 3.9180 3.5605  0.42

Forces on atoms 1 to 2 (eV/Å):
C -0.1673 0.0942 -0.1755
C 0.2588 -0.2107 0.1005

---

(2)
Density functional theory data (the ωB97M-V functional and the def2-TZVPD basis) for a structure of composition C18H33INO2P2Pr in a non-equilibrium geometry.

Computed properties:
Total charge ... +2
Kohn-Sham gap (spin up / spin down) ... 5.6 / 5.7 eV
Spin multiplicity ... 3
⟨S²⟩ ... 2.006
HOMO energy (spin up / spin down) ... -12.50 / -12.50 eV

Each line ends with the Mulliken spin population.
CARTESIAN COORDINATES (ANGSTROEM)
1 C -0.0008 -0.0824 -7.6697  0.00
2 C 0.0060 0.6297 -6.3306  0.00
3 H 0.0031 0.6920 -8.4512  0.00
4 H -0.9004 -0.7057 -7.7833  0.00
5 H 0.8908 -0.7167 -7.7858  0.00
6 O 0.0170 1.8283 -6.1545  0.00
7 I -0.0041 -0.5661 -4.4366  0.00
8 Pr 0.0064 -0.9264 -0.1377  2.05
9 P 2.6440 -0.0110 -0.0248  -0.01
10 C 3.6272 1.2386 0.8197  0.00
11 C 3.2440 -1.6417 0.6281  0.00
12 H 4.3345 -1.6869 0.4764  0.00
13 H 4.3194 -0.2947 -1.7727  0.00
14 H 2.7568 -2.4793 0.0997  0.00
15 H 2.6986 -0.8861 -2.2903  0.00
16 H 3.3618 1.2237 1.8763  0.00
17 H 2.9989 -1.7303 1.6980  0.00
18 C 3.2430 -0.1026 -1.7521  0.00
19 H 4.6980 1.0571 0.6925  0.00
20 H 3.0085 0.8507 -2.2319  0.00
21 H 3.3540 2.2080 0.4034  0.00
22 P -2.6366 0.0242 -0.0332  -0.01
23 C -3.5830 1.3044 0.8107  0.00
24 C -3.2467 -0.0426 -1.7619  0.00
25 H -2.8663 -2.4259 0.1021  0.00
26 H -4.4033 -1.5552 0.4586  0.00
27 H -3.0830 -1.6546 1.6873  0.00
28 C -3.3161 -1.5652 0.6176  0.00
29 H -2.7220 -0.8339 -2.3078  0.00
30 H -4.3270 -0.2131 -1.7754  0.00
31 H -4.6575 1.1351 0.7035  0.00
32 H -3.2962 2.2657 0.3853  0.00
33 H -2.9982 0.9083 -2.2404  0.00
34 H -3.2928 1.2829 1.8605  0.00
35 C -0.0821 1.3273 0.7506  0.00
36 O -0.1428 2.4155 1.1565  0.01
37 C 1.4709 1.1020 6.2007  0.00
38 N 1.7679 0.4923 4.9383  0.00
39 C 2.9835 -0.2787 4.8235  0.00
40 C 0.7818 0.5290 3.8626  0.00
41 C 0.2837 -0.8559 3.5244  -0.01
42 C 0.0395 -1.7296 4.5938  0.00
43 C -0.2797 -3.0667 4.3524  0.00
44 C -0.4390 -3.5383 3.0630  0.00
45 C -0.2533 -2.6678 1.9702  0.01
46 C 0.0779 -1.3438 2.2284  -0.02
47 H 0.9867 0.3965 6.9065  0.00
48 H 0.7990 1.9592 6.0653  0.00
49 H 2.4112 1.4343 6.6826  0.00
50 H 2.8832 -1.2922 5.2525  0.00
51 H 3.3122 -0.3724 3.7749  0.00
52 H 3.7697 0.2327 5.4043  0.00
53 H -0.0667 1.1697 4.1579  0.00
54 H 1.2039 1.0140 2.9730  0.00
55 H 0.1448 -1.3780 5.6212  0.00
56 H -0.4005 -3.7372 5.2026  0.00
57 H -0.7249 -4.5749 2.8674  0.00
58 H -0.3819 -3.1096 0.9506  0.00

Forces on atoms 1 to 2 (eV/Å):
C -0.0035 -0.2259 0.1807
C 0.0404 4.3007 -0.3471

---

(3)
Density functional theory data (the ωB97M-V functional and the def2-TZVPD basis) for a cluster of 10 separate species, C44H74F6O28 in total in a non-equilibrium geometry.

Computed properties:
Total charge ... -1
Kohn-Sham gap (spin up / spin down) ... 2.1 / 7.7 eV
Spin multiplicity ... 2
⟨S²⟩ ... 0.753
HOMO energy (spin up / spin down) ... -0.09 / -5.67 eV

Each line ends with the Mulliken spin population.
CARTESIAN COORDINATES (ANGSTROEM)
1 C -8.4259 3.0345 -3.9722  0.00
2 O -7.3421 2.2148 -3.5521  0.00
3 C -6.7304 1.5156 -4.6695  0.00
4 C -5.6543 2.3211 -5.4673  0.00
5 O -4.5633 2.7190 -4.5857  -0.01
6 C -3.5080 3.3106 -5.3124  0.00
7 C -2.3698 3.7131 -4.3432  0.04
8 O -1.3379 4.3007 -5.0380  -0.01
9 C -0.4074 4.8656 -4.1815  -0.02
10 H -8.5454 3.8489 -3.2577  0.00
11 H -9.3259 2.4385 -4.1237  0.00
12 H -8.1444 3.5595 -4.8850  0.00
13 H -7.3974 1.0436 -5.3908  0.00
14 H -6.3138 0.6733 -4.1171  0.00
15 H -6.1319 3.2496 -5.7800  0.00
16 H -5.2468 1.8142 -6.3421  0.00
17 H -3.7475 4.1942 -5.9040  0.00
18 H -3.0438 2.5515 -5.9419  0.00
19 H -2.0493 2.8853 -3.7107  -0.02
20 H -2.8411 4.3668 -3.6093  0.01
21 H 0.1421 5.6047 -4.7644  0.00
22 H 0.3311 4.0927 -3.9687  0.02
23 H -0.8228 5.4381 -3.3521  0.00
24 C 5.0417 3.2698 2.7503  0.01
25 O 5.9103 2.3756 3.4626  -0.01
26 C 5.7535 2.3054 4.8514  0.00
27 C 6.9220 1.5326 5.4017  0.00
28 O 6.9101 0.1717 5.0000  0.00
29 C 8.0659 -0.5045 5.4693  0.00
30 C 8.0121 -1.9994 4.9750  0.00
31 O 7.7544 -1.9554 3.5775  0.00
32 C 7.4953 -3.2785 3.0371  0.01
33 H 5.0460 3.0440 1.6840  0.00
34 H 5.3555 4.2929 2.9573  0.00
35 H 4.0028 3.1144 3.0412  0.00
36 H 4.8181 1.7575 4.9651  0.00
37 H 5.5625 3.2721 5.3173  0.00
38 H 6.8621 1.5538 6.4899  0.00
39 H 7.8966 1.9977 5.2537  0.00
40 H 8.1605 -0.6215 6.5489  0.00
41 H 8.9352 0.0613 5.1343  0.00
42 H 7.2488 -2.4759 5.5901  0.00
43 H 8.9501 -2.5161 5.1781  0.00
44 H 6.5721 -3.6274 3.4999  0.00
45 H 8.3109 -3.9123 3.3854  0.00
46 H 7.3049 -3.2686 1.9639  0.00
47 C -0.7620 -0.5954 0.9981  -0.11
48 C -0.8263 0.5978 0.0425  -0.10
49 O 0.3991 1.3365 0.0099  -0.21
50 C 0.4541 2.4382 -0.8119  1.29
51 O -0.4482 2.8022 -1.5950  -0.01
52 C 1.6992 3.3064 -0.5928  -0.04
53 F 2.4733 2.8725 0.4528  0.01
54 F 2.3516 3.4024 -1.7285  -0.10
55 F 1.2680 4.5101 -0.2171  0.02
56 H -1.7033 -1.1449 0.9847  0.00
57 H -0.5140 -0.2835 2.0126  0.01
58 H 0.0007 -1.3187 0.7095  0.02
59 H -1.6830 1.2303 0.2749  0.00
60 H -0.9729 0.2122 -0.9664  0.02
61 C 3.3580 5.2319 -3.8262  0.06
62 C 3.9512 6.6127 -4.2163  0.00
63 O 2.8336 7.3574 -4.7707  0.00
64 C 2.5429 7.1883 -6.0457  0.00
65 O 3.2096 6.5541 -6.8596  0.00
66 C 1.2816 7.9159 -6.5537  0.00
67 F 0.2762 7.1029 -6.8561  0.00
68 F 0.9084 8.8528 -5.6717  0.00
69 F 1.5900 8.5215 -7.6777  0.00
70 H 2.9767 4.7006 -4.6983  0.00
71 H 2.5415 5.2548 -3.1045  0.02
72 H 4.1723 4.5550 -3.5678  -0.01
73 H 4.8160 6.5475 -4.8767  0.00
74 H 4.4764 7.0006 -3.3434  0.00
75 C -2.9424 -0.8644 4.2178  0.00
76 C -2.7135 -2.3807 4.2176  0.00
77 C -1.2543 -2.6948 4.6707  0.00
78 O -1.3847 -3.7570 5.5410  0.00
79 C -2.7296 -4.0259 5.7349  0.00
80 O -3.1543 -4.8749 6.4565  0.00
81 O -3.5148 -3.0010 5.1355  0.00
82 H -2.5947 -0.3764 5.1284  0.00
83 H -4.0051 -0.6224 4.2044  0.00
84 H -2.5717 -0.3268 3.3450  0.00
85 H -2.8506 -2.7917 3.2174  0.00
86 H -0.7977 -1.8622 5.2061  0.00
87 H -0.8140 -2.9538 3.7078  0.00
88 C -6.2788 4.1187 -0.4582  0.00
89 C -6.1983 2.5941 -0.3667  0.00
90 C -5.2515 2.0078 -1.2915  -0.03
91 O -4.4015 1.1873 -0.5429  0.00
92 C -4.5589 1.4518 0.7596  0.00
93 O -3.9671 0.9025 1.6785  0.00
94 O -5.4834 2.4217 0.8737  0.00
95 H -6.7654 4.4361 0.4641  0.00
96 H -6.8765 4.3628 -1.3364  0.00
97 H -5.3322 4.6397 -0.6021  0.00
98 H -7.1701 2.1082 -0.4538  0.00
99 H -4.6408 2.8075 -1.7106  0.02
100 H -5.7798 1.4110 -2.0350  0.00
101 C -1.4838 -7.5864 4.0013  0.00
102 C -1.3789 -7.1280 2.5333  0.00
103 C -2.7004 -6.9483 1.7041  0.00
104 O -2.5303 -5.6927 1.1258  0.00
105 C -1.5160 -5.0050 1.7649  0.02
106 O -1.0771 -3.8552 1.4482  0.02
107 O -0.9017 -5.7851 2.6724  0.00
108 H -0.5007 -7.6775 4.4630  0.00
109 H -1.8710 -8.6052 4.0187  0.00
110 H -2.1997 -6.9088 4.4665  0.00
111 H -0.7160 -7.8354 2.0350  0.00
112 H -3.5897 -7.0505 2.3260  0.00
113 H -2.8339 -7.7370 0.9636  0.00
114 C 4.8389 -0.4782 1.1904  0.07
115 C 3.8171 -1.2229 2.1261  -0.07
116 C 4.2389 -1.1900 3.5759  0.03
117 O 3.1473 -0.6711 4.2246  0.00
118 C 2.1099 -0.5088 3.4152  -0.04
119 O 1.0643 -0.1307 3.8605  0.00
120 O 2.4921 -0.6650 2.1210  0.00
121 H 4.9990 0.5652 1.4620  0.00
122 H 4.3728 -0.4490 0.2055  0.00
123 H 5.8092 -0.9567 1.0576  0.01
124 H 3.8549 -2.2871 1.8935  -0.01
125 H 5.1800 -0.6650 3.7393  0.00
126 H 4.4119 -2.1736 4.0127  0.00
127 C 3.7090 -3.4605 -1.1966  0.14
128 C 2.1951 -3.6350 -0.8986  -0.28
129 C 1.2546 -3.7921 -2.1109  0.15
130 O 0.5668 -5.0017 -1.8768  -0.03
131 C 0.9669 -5.5397 -0.7788  -0.03
132 O 0.5442 -6.5588 -0.2970  0.00
133 O 2.0057 -4.8720 -0.2838  0.02
134 H 4.3450 -3.2482 -0.3372  0.03
135 H 3.7784 -2.5482 -1.7890  -0.04
136 H 4.1627 -4.2755 -1.7605  -0.02
137 H 1.8059 -2.7879 -0.3337  0.07
138 H 1.8249 -3.9711 -3.0224  0.02
139 H 0.6615 -2.8841 -2.2204  0.00
140 C -2.7642 -1.8807 -1.8013  0.04
141 C -2.9519 -3.4586 -1.7204  -0.04
142 C -4.2840 -3.9418 -1.2888  0.01
143 O -4.6257 -4.7839 -2.3728  0.00
144 C -3.7883 -4.6889 -3.4046  0.00
145 O -3.9352 -5.3080 -4.4113  0.00
146 O -2.7573 -3.9064 -3.0629  -0.01
147 H -3.5512 -1.3880 -2.3723  0.02
148 H -1.8167 -1.4940 -2.1765  0.02
149 H -2.8386 -1.5629 -0.7613  -0.01
150 H -2.2084 -3.9614 -1.1020  0.01
151 H -4.9794 -3.1025 -1.2820  0.00
152 H -4.4111 -4.3242 -0.2760  0.00

Forces on atoms 1 to 2 (eV/Å):
C 0.8312 0.4026 -0.1054
O -0.2325 0.0970 -1.5385

---

Copy entry 2 word for word.
Density functional theory data (the ωB97M-V functional and the def2-TZVPD basis) for a structure of composition C18H33INO2P2Pr in a non-equilibrium geometry.

Computed properties:
Total charge ... +2
Kohn-Sham gap (spin up / spin down) ... 5.6 / 5.7 eV
Spin multiplicity ... 3
⟨S²⟩ ... 2.006
HOMO energy (spin up / spin down) ... -12.50 / -12.50 eV

Each line ends with the Mulliken spin population.
CARTESIAN COORDINATES (ANGSTROEM)
1 C -0.0008 -0.0824 -7.6697  0.00
2 C 0.0060 0.6297 -6.3306  0.00
3 H 0.0031 0.6920 -8.4512  0.00
4 H -0.9004 -0.7057 -7.7833  0.00
5 H 0.8908 -0.7167 -7.7858  0.00
6 O 0.0170 1.8283 -6.1545  0.00
7 I -0.0041 -0.5661 -4.4366  0.00
8 Pr 0.0064 -0.9264 -0.1377  2.05
9 P 2.6440 -0.0110 -0.0248  -0.01
10 C 3.6272 1.2386 0.8197  0.00
11 C 3.2440 -1.6417 0.6281  0.00
12 H 4.3345 -1.6869 0.4764  0.00
13 H 4.3194 -0.2947 -1.7727  0.00
14 H 2.7568 -2.4793 0.0997  0.00
15 H 2.6986 -0.8861 -2.2903  0.00
16 H 3.3618 1.2237 1.8763  0.00
17 H 2.9989 -1.7303 1.6980  0.00
18 C 3.2430 -0.1026 -1.7521  0.00
19 H 4.6980 1.0571 0.6925  0.00
20 H 3.0085 0.8507 -2.2319  0.00
21 H 3.3540 2.2080 0.4034  0.00
22 P -2.6366 0.0242 -0.0332  -0.01
23 C -3.5830 1.3044 0.8107  0.00
24 C -3.2467 -0.0426 -1.7619  0.00
25 H -2.8663 -2.4259 0.1021  0.00
26 H -4.4033 -1.5552 0.4586  0.00
27 H -3.0830 -1.6546 1.6873  0.00
28 C -3.3161 -1.5652 0.6176  0.00
29 H -2.7220 -0.8339 -2.3078  0.00
30 H -4.3270 -0.2131 -1.7754  0.00
31 H -4.6575 1.1351 0.7035  0.00
32 H -3.2962 2.2657 0.3853  0.00
33 H -2.9982 0.9083 -2.2404  0.00
34 H -3.2928 1.2829 1.8605  0.00
35 C -0.0821 1.3273 0.7506  0.00
36 O -0.1428 2.4155 1.1565  0.01
37 C 1.4709 1.1020 6.2007  0.00
38 N 1.7679 0.4923 4.9383  0.00
39 C 2.9835 -0.2787 4.8235  0.00
40 C 0.7818 0.5290 3.8626  0.00
41 C 0.2837 -0.8559 3.5244  -0.01
42 C 0.0395 -1.7296 4.5938  0.00
43 C -0.2797 -3.0667 4.3524  0.00
44 C -0.4390 -3.5383 3.0630  0.00
45 C -0.2533 -2.6678 1.9702  0.01
46 C 0.0779 -1.3438 2.2284  -0.02
47 H 0.9867 0.3965 6.9065  0.00
48 H 0.7990 1.9592 6.0653  0.00
49 H 2.4112 1.4343 6.6826  0.00
50 H 2.8832 -1.2922 5.2525  0.00
51 H 3.3122 -0.3724 3.7749  0.00
52 H 3.7697 0.2327 5.4043  0.00
53 H -0.0667 1.1697 4.1579  0.00
54 H 1.2039 1.0140 2.9730  0.00
55 H 0.1448 -1.3780 5.6212  0.00
56 H -0.4005 -3.7372 5.2026  0.00
57 H -0.7249 -4.5749 2.8674  0.00
58 H -0.3819 -3.1096 0.9506  0.00

Forces on atoms 1 to 2 (eV/Å):
C -0.0035 -0.2259 0.1807
C 0.0404 4.3007 -0.3471

---

Q: Number 1 is which compound?
A: C20H32N6O4